A molecular structure, C35H28BrCl3N3O6Ti in a non-equilibrium geometry, computed with ωB97M-V/def2-TZVPD.

```
77
Properties=species:S:1:pos:R:3
Ti -0.9907 0.0964 1.0309
C 3.7441 -3.0171 -0.8281
O 2.8348 -2.1297 -1.4885
C 3.2317 -1.5964 -2.6586
C 4.4594 -1.8382 -3.2613
C 4.7647 -1.2351 -4.4776
C 3.8612 -0.3784 -5.0910
C 2.6509 -0.1139 -4.4663
C 2.3326 -0.7189 -3.2628
N 1.0583 -0.4809 -2.6655
C 0.8658 -0.1951 -1.3782
N 1.9345 0.1175 -0.6676
C 2.0390 0.1641 0.7394
C 0.9731 0.1472 1.6214
C 1.2616 0.1812 3.0010
C 2.5623 0.2491 3.4520
C 3.6238 0.2762 2.5458
C 3.3549 0.2262 1.1948
O 4.2838 0.2286 0.2065
C 5.6580 0.3176 0.5861
N -0.3512 -0.2221 -0.8202
C -1.4895 -0.5298 -1.6640
C -2.0372 -1.8005 -1.7049
C -3.1824 -2.0544 -2.4446
C -3.7715 -1.0152 -3.1476
C -3.2171 0.2622 -3.1438
C -2.0625 0.5062 -2.4139
O -1.4544 1.7005 -2.3498
C -1.9375 2.7370 -3.2143
H 3.2469 -3.3479 0.0754
H 4.6686 -2.5003 -0.5650
H 3.9699 -3.8784 -1.4565
H 5.1731 -2.5074 -2.7954
H 5.7235 -1.4393 -4.9419
H 4.0979 0.0900 -6.0367
H 1.9339 0.5676 -4.9121
H 0.2338 -0.5816 -3.2340
H 2.8182 0.1085 -1.1576
H 0.4636 0.1474 3.7214
H 2.7682 0.2775 4.5171
H 4.6448 0.3266 2.9058
H 6.2269 0.3227 -0.3360
H 5.9446 -0.5422 1.1916
H 5.8520 1.2377 1.1386
H -1.5532 -2.5885 -1.1424
H -3.6075 -3.0522 -2.4699
H -4.6796 -1.1933 -3.7164
H -3.6917 1.0567 -3.7013
H -1.2307 3.5534 -3.1311
H -2.9234 3.0799 -2.8972
H -1.9857 2.3982 -4.2476
Cl -6.4239 -4.5975 1.9431
C -4.9438 -3.7069 1.8027
C -4.9803 -2.3986 1.3721
C -3.7843 -1.7280 1.2716
Cl -3.7574 -0.0693 0.7117
C -2.5652 -2.3028 1.5787
O -1.4184 -1.5828 1.4203
C -2.5633 -3.6168 2.0063
Cl -1.0624 -4.3857 2.3936
C -3.7481 -4.3215 2.1209
H -5.9191 -1.9165 1.1231
H -3.7336 -5.3484 2.4581
Br -2.4245 4.1982 7.0150
C -2.2366 4.2742 5.1461
C -2.3037 5.4991 4.4982
C -2.1597 5.5636 3.1163
C -1.9452 4.4084 2.3891
C -1.8868 3.1935 3.0581
C -2.0331 3.1111 4.4393
C -1.6529 1.9710 2.3022
O -1.3670 2.0180 1.0321
O -1.6929 0.8025 2.8211
H -2.4688 6.4007 5.0738
H -2.2131 6.5218 2.6151
H -1.8226 4.4376 1.3149
H -1.9878 2.1556 4.9382
```

Results
HOMO = -0.3950 hartree
E_tot = -6770.25531 hartree
gap between HOMO and LUMO = 7.662 eV
E_LUMO = -0.11345 Ha
charge = +1
energy above the lowest of the compared OMol25 structures with the same formula, charge and spin = 15.4 kcal/mol